DFT (wB97M-V/def2-TZVPD) results for a structure of composition C4H14O2Ta in a non-equilibrium geometry.

Output
Molar mass   275.10 g/mol
HOMO energy   -4.395 eV
Charge   -1
HOMO-LUMO gap   0.2916 Eh

Geometry as XYZ:
```
21
Properties=species:S:1:pos:R:3:forces:R:3:nbo_charge:R:1
C -1.054064 1.480821 1.891897 0.02 0.24 -0.30 -0.6301
C -0.638283 1.761331 0.457677 -0.49 -0.28 -0.25 -0.0535
O 0.641507 1.207408 0.247783 0.38 0.09 0.28 -0.5402
C 1.141667 1.226745 -1.063819 -0.06 0.21 0.11 -0.0692
C 1.284878 -0.184795 -1.680509 -0.30 0.14 -0.23 -0.0719
O 1.381705 -1.215482 -0.730038 0.41 1.16 -0.94 -0.8339
Ta 0.024674 -2.337233 0.001688 -0.06 -0.92 0.64 1.6571
H -1.198906 0.404370 1.990032 -0.04 0.06 0.15 0.2594
H -1.981870 2.026802 2.096448 0.01 -0.21 0.04 0.1900
H -0.301574 1.816763 2.608056 0.06 -0.02 -0.09 0.1985
H -0.667153 2.836296 0.206097 0.24 -0.06 0.15 0.1378
H -1.365221 1.260056 -0.202714 0.12 0.08 0.05 0.1815
H 2.121614 1.726888 -1.063591 -0.12 -0.09 0.19 0.1589
H 0.472662 1.835339 -1.690655 0.17 -0.15 -0.14 0.1616
H 0.402479 -0.385160 -2.300215 0.15 0.09 -0.09 0.1631
H 2.162718 -0.161204 -2.339398 -0.02 -0.16 0.05 0.1538
H -0.620572 -3.209719 -1.526176 0.00 0.15 0.23 -0.4383
H 1.035990 -3.706527 0.717905 -0.14 0.08 0.21 -0.4128
H -0.124220 -1.882737 1.763426 -0.16 -0.12 -0.16 -0.3638
H -1.397058 -1.119407 -0.037247 0.22 -0.20 0.18 -0.4310
H -1.320975 -3.380557 0.653353 -0.38 -0.11 -0.10 -0.4169
```
Positions in Å, forces in eV/Å.